Entry 1:
Density functional theory data (wB97M-V/def2-TZVPD) for a cluster of 2 separate species, C3H10N3S in total.

XYZ file:
```
17
Properties=species:S:1:pos:R:3:nbo_charge:R:1
C 1.134 1.034 -1.932 -0.62
C 2.005 1.305 -0.704 -0.52
S 1.066 1.601 0.814 -0.65
H 0.461 1.859 -2.123 0.19
H 0.498 0.157 -1.773 0.21
H 1.731 0.874 -2.834 0.17
H 2.620 2.185 -0.907 0.17
H 2.694 0.468 -0.610 0.17
N -1.471 -0.181 0.700 -0.89
C -1.256 -1.473 0.360 0.58
N -2.422 -2.276 0.367 -0.86
N -0.164 -2.004 -0.026 -0.83
H -0.658 0.494 0.669 0.42
H -2.425 0.140 0.670 0.37
H -2.964 -2.157 1.209 0.36
H -2.179 -3.241 0.204 0.38
H 0.594 -1.337 0.112 0.36
```

Properties
- Charge: -1
- Strongest force on any atom: 0.0171 Eh/bohr
- Highest occupied orbital energy: -2.87 eV
- Energy above the lowest of the compared OMol25 structures with the same formula, charge and spin: 4.7 kcal/mol
- DFT total energy: -18580.3351 eV
- Gap between HOMO and LUMO: 6.76 eV


Entry 2:
Density functional theory data (wB97M-V/def2-TZVPD) for the ion C3H10N3S with charge +1 in a non-equilibrium geometry.

XYZ file:
```
17
Properties=species:S:1:pos:R:3:nbo_charge:R:1
C -0.548 1.380 0.247 -0.46
C 0.584 0.925 1.040 -0.61
C -0.555 0.404 -1.099 0.15
N 0.699 -0.012 -1.381 -0.85
N 1.951 -1.393 0.669 -1.02
N -1.541 -0.858 -0.612 -0.75
S 1.766 0.230 -0.175 1.22
H -1.533 1.268 0.559 0.22
H -0.500 2.462 -0.103 0.26
H 1.057 1.649 1.657 0.27
H 0.387 0.054 1.749 0.26
H -1.091 0.812 -2.015 0.23
H 2.744 -1.594 1.163 0.39
H 1.905 -2.153 -0.050 0.40
H -2.488 -0.553 -0.465 0.42
H -1.179 -1.274 0.240 0.44
H -1.658 -1.348 -1.423 0.43
```

Properties
- Charge: +1
- Strongest force on any atom: 0.0947 Eh/bohr
- Highest occupied orbital energy: -13.24 eV
- Energy above the lowest of the compared OMol25 structures with the same formula, charge and spin: 72.3 kcal/mol
- DFT total energy: -18569.7361 eV
- Gap between HOMO and LUMO: 9.97 eV


Entry 3:
Density functional theory data (wB97M-V/def2-TZVPD) for a cluster of 2 separate species, C3H10N3Si in total in a non-equilibrium geometry.

XYZ file:
```
17
Properties=species:S:1:pos:R:3:nbo_charge:R:1
C 0.834 -1.556 0.664 -1.25
C -0.800 -1.270 -2.085 -1.18
C 0.838 1.340 -0.645 -1.17
N -0.919 3.784 4.403 -0.47
N -0.723 2.215 2.731 -0.20
N -0.826 2.908 3.645 0.28
Si 0.311 -0.504 -0.712 1.94
H 0.556 -2.660 0.448 0.29
H 1.981 -1.450 0.688 0.30
H 0.426 -1.306 1.608 0.31
H -1.720 -1.775 -1.883 0.30
H -1.057 -0.522 -2.863 0.28
H -0.230 -2.127 -2.529 0.29
H 0.083 1.819 -1.447 0.29
H 0.658 1.659 0.439 0.31
H 1.914 1.317 -1.001 0.29
H -1.052 3.704 5.349 0.40
```

Properties
- Charge: +1
- Strongest force on any atom: 0.1213 Eh/bohr
- Highest occupied orbital energy: -12.89 eV
- Energy above the lowest of the compared OMol25 structures with the same formula, charge and spin: 66.1 kcal/mol
- DFT total energy: -15611.1444 eV
- Gap between HOMO and LUMO: 7.55 eV


Question: Which of these has the lowest gap between HOMO and LUMO?
Answer: number 1